This record from the Open Molecules 2025 dataset describes a 2-piece molecular cluster, C5H10N2O overall. The level of theory is ωB97M-V/def2-TZVPD.

Values from the calculation:
Orbital gap (eV): 6.78
ΔE to the lowest compared entry with this formula, charge and spin (kJ/mol): 709.2
E (eV): -10367.955
Net charge: 0
HOMO (Eh): -0.30709

Geometry (Å):
N1 -1.41740 -0.39312 0.29378
C1 -0.19282 -0.45653 0.43210
C2 0.43940 -1.90684 0.96545
C3 -0.63989 2.62146 -0.69437
C4 -1.24682 2.45817 0.47321
C5 0.91617 -1.43182 -0.33397
N2 2.08563 -0.80508 -0.40403
O1 0.50017 -2.03954 -1.50017
H1 -1.72303 -1.12325 -0.36925
H2 -1.20481 2.22263 -1.53271
H3 0.34225 0.45372 0.70324
H4 -0.41722 -2.34911 1.45143
H5 1.20250 -1.66972 1.70042
H6 0.43514 2.68667 -0.82535
H7 -2.17426 1.90743 0.46631
H8 -0.86024 2.87701 1.39739
H9 2.81915 -1.43824 -0.12240
H10 1.13609 -1.61386 -2.10108